1.
# C12H36F2O6S6Zr

C12H36F2O6S6Zr as an isolated structure in a non-equilibrium geometry (ωB97M-V with the def2-TZVPD basis set, the OMol25 dataset).

Geometry as XYZ:
```
63
Properties=species:S:1:pos:R:3
Zr 22.98355 51.39435 -6.08280
F 21.39317 49.95554 -6.01567
F 22.28637 52.58209 -4.45581
C 26.48617 54.03784 -4.86736
S 25.94970 52.41049 -4.33032
O 24.90969 51.97655 -5.34295
C 27.45903 51.53348 -4.85026
H 26.73247 54.03174 -5.92693
H 27.30238 54.38758 -4.23750
H 25.64918 54.72050 -4.70633
H 27.35777 50.51150 -4.47338
H 28.32945 51.95840 -4.35740
H 27.48772 51.46616 -5.93468
C 20.61466 50.53424 -9.53332
S 22.30261 51.13410 -9.62286
O 22.83257 51.15135 -8.21153
C 23.01544 49.64112 -10.37225
H 20.34095 50.03219 -10.46095
H 19.93959 51.37367 -9.38488
H 20.56006 49.81552 -8.71409
H 22.69502 48.76684 -9.79920
H 24.09274 49.67467 -10.20482
H 22.77134 49.52692 -11.42392
C 22.81086 55.75196 -6.44690
S 23.74037 54.61438 -7.53163
O 23.60071 53.25225 -6.92172
C 22.69817 54.69729 -8.98274
H 23.36537 55.71272 -5.50774
H 21.77666 55.48441 -6.25972
H 22.92543 56.77313 -6.81026
H 23.05355 54.14512 -9.84969
H 22.54918 55.75492 -9.20295
H 21.70894 54.27496 -8.78225
C 24.04707 47.15564 -5.88462
S 24.49036 48.33636 -7.17768
O 24.12807 49.68906 -6.61311
C 26.28383 48.10507 -7.16751
H 24.30900 46.13604 -6.16308
H 22.96773 47.24772 -5.77740
H 24.55736 47.39745 -4.95252
H 26.42515 47.02950 -7.25693
H 26.78823 48.51446 -6.29159
H 26.74392 48.60695 -8.01876
C 19.36285 53.78898 -5.40293
S 19.72856 52.95555 -6.97508
O 21.17306 52.50810 -6.85494
C 18.68397 51.47979 -6.63371
H 19.98187 54.67922 -5.32940
H 19.53741 53.08339 -4.59553
H 18.32395 54.12147 -5.34361
H 19.20807 50.56068 -6.87031
H 17.86263 51.58714 -7.35311
H 18.23079 51.53440 -5.65076
C 21.67592 49.48336 -2.48997
S 23.38430 49.86328 -2.84305
O 23.40691 50.21896 -4.31112
C 23.52493 51.41541 -1.87831
H 21.51875 48.46110 -2.83040
H 21.01320 50.15026 -3.03750
H 21.53838 49.53572 -1.41133
H 23.18469 52.24152 -2.49967
H 24.54249 51.54236 -1.51742
H 22.89460 51.31262 -0.99500
```

Calculated values
net charge: +2
relative energy (zero: lowest compared OMol25 entry of this formula, charge and spin): 0.9077 eV

2.
# C12H36NO9Sr2

C12H36NO9Sr2 as an isolated structure in a non-equilibrium geometry (ωB97M-V with the def2-TZVPD basis set, the OMol25 dataset).

Geometry as XYZ:
```
60
Properties=species:S:1:pos:R:3
Sr 7.25356 2.22321 3.34479
Sr 6.11630 0.51660 -2.11072
C 1.99743 3.25679 1.43864
C 3.05575 2.51754 0.69597
O 2.79262 1.89382 -0.32766
O 4.21619 2.76341 1.04201
H 1.87868 2.86191 2.44763
H 0.99260 3.09285 1.04934
H 2.38351 4.24439 1.69098
C -1.11637 0.62071 5.96677
O -0.83946 1.18326 7.22242
H -1.21779 -0.45941 5.86116
H -1.94829 1.04069 5.40140
H -0.21044 0.85935 5.40960
H -1.35323 0.77214 7.92142
O 4.71150 6.65835 -0.75596
H 3.87272 6.32666 -0.43555
H 5.36549 6.23231 -0.20189
O 3.95164 -2.22306 -1.89138
H 3.08848 -2.20539 -2.30474
H 4.05337 -3.12472 -1.58661
O 0.58551 0.73958 -3.70794
H 0.94805 1.06389 -2.88356
H 0.01162 0.01808 -3.45038
O 5.46895 3.81659 -3.35987
H 5.44199 4.27441 -4.20005
H 5.16671 4.46471 -2.72361
O 6.13278 5.43211 3.62137
H 5.22754 5.58483 3.89236
H 6.60084 6.22196 3.89206
C -1.21315 -3.56839 -2.91540
C -2.00497 -3.26063 -1.61022
C -1.04410 -2.53328 -0.64116
C -1.67087 -1.83465 0.57237
C -2.70988 -0.86644 0.06303
C -3.78976 -1.44959 -0.86142
N -3.16600 -2.39912 -1.79204
O -4.06273 -2.86151 -2.77974
C -4.79617 -2.20099 0.00970
C -4.57556 -0.27412 -1.59829
C -2.35083 -4.61463 -0.99238
H -0.30889 -4.11019 -2.63816
H -1.06102 -2.65872 -3.49631
H -1.84921 -4.33242 -3.36239
H -0.33524 -3.22862 -0.19158
H -0.47407 -1.83725 -1.25655
H -0.83267 -1.34218 1.06531
H -2.06622 -2.44851 1.38169
H -2.35208 0.05901 -0.38823
H -3.22770 -0.52854 0.96068
H -5.13334 -1.54990 0.81623
H -5.69045 -2.53522 -0.51629
H -4.41558 -3.13673 0.41910
H -5.12165 0.40473 -0.94326
H -3.78754 0.23064 -2.15716
H -5.40237 -0.54257 -2.25588
H -1.50208 -5.18609 -0.61668
H -2.93401 -5.26537 -1.64394
H -2.97593 -4.51928 -0.10454
H -3.77416 -2.27701 -3.48451
```

Calculated values
net charge: +3

no.,frontier orbital gap (hartree)
1,0.3780
2,0.0451